Entry 1:
C4H9NO2 in the gas phase. Source: the OMol25 dataset; level of theory: ωB97M-V with the def2-TZVPD basis set.

Geometry as XYZ:
```
16
Properties=species:S:1:pos:R:3:forces:R:3
C -1.62380 0.61789 0.96251 -0.137 0.172 0.177
O -1.00459 -0.42426 0.24440 -0.066 -0.159 -0.039
C -0.55005 -0.07459 -1.04397 0.038 0.091 -0.174
C 0.83658 -0.72006 -1.26889 -0.027 -0.051 -0.162
N 1.56894 -0.84971 -0.02020 -0.084 0.143 0.139
C 1.67119 0.26309 0.76181 0.090 0.103 -0.033
O 1.53691 1.40321 0.35904 0.100 -0.404 0.144
H -1.02117 1.53471 0.92394 -0.085 -0.108 -0.028
H -2.63651 0.82858 0.59101 0.126 -0.023 0.017
H -1.69047 0.28989 2.00484 -0.053 0.051 -0.183
H -0.45753 1.01182 -1.13657 -0.023 -0.096 0.078
H -1.25998 -0.42485 -1.80552 0.110 0.014 0.053
H 1.41709 -0.10318 -1.96090 -0.128 -0.063 0.059
H 0.75485 -1.71835 -1.70600 -0.045 0.115 0.089
H 1.38420 -1.70058 0.49401 0.104 0.154 -0.041
H 1.90216 0.02703 1.81630 0.081 0.060 -0.096
```
Positions in Å, forces in eV/Å.

Computed properties:
ΔE to the lowest compared entry with this formula, charge and spin ... 35.5 kcal per mole
Kohn-Sham gap ... 10.75 eV
Spin multiplicity ... 1
SMILES ... COCCNC=O
Total energy ... -363.02901 a.u.

***

Entry 2:
An isolated ion of composition C5H7N2 and charge +1 in a non-equilibrium geometry. Source: the OMol25 dataset; level of theory: ωB97M-V with the def2-TZVPD basis set.

Geometry as XYZ:
```
14
Properties=species:S:1:pos:R:3:forces:R:3
C -1.19346 -1.85519 -0.87814 0.444 1.152 -0.917
C -0.53336 -1.72421 0.20662 0.572 1.645 0.786
C -1.40993 -0.93013 -1.81589 0.226 0.113 2.245
C 0.19615 0.37274 -0.55281 -2.374 -1.991 0.618
C 1.57276 -0.70139 1.02567 1.578 0.464 3.828
N 0.39665 -0.70139 0.28624 -3.099 -1.436 -2.208
N -1.22697 0.50554 -1.12125 1.440 -2.874 2.163
H -1.54322 -1.00994 -2.84581 -0.351 0.464 -1.418
H 0.64411 1.22394 -0.15708 0.536 1.879 -0.090
H 2.18241 -0.03490 0.51878 1.698 1.166 -0.745
H 1.54531 -0.30296 2.12216 -0.712 -0.683 -1.882
H 2.07692 -1.63948 1.08682 -0.026 -0.854 -0.243
H -1.22635 1.33131 -1.67335 -0.432 0.788 -1.035
H -1.89950 0.57261 -0.30461 0.501 0.167 -1.100
```
Positions in Å, forces in eV/Å.

Computed properties:
ΔE to the lowest compared entry with this formula, charge and spin ... 190.5 kcal per mole
Kohn-Sham gap (alpha / beta) ... 7.57 / 7.53 eV
Spin multiplicity ... 1
Total energy ... -303.71538 a.u.
Net charge ... +1